[1]
This record from the Open Molecules 2025 dataset describes C24H45AlB2CsF6KN3O14P2S as an isolated structure in a non-equilibrium geometry. The level of theory is ωB97M-V with the def2-TZVPD basis set.

Kohn-Sham gap, eV: 0.82
Net charge: +1
Multiplicity: 1
E_tot, Ha: -4750.412974
F_max, eV/A: 12.679

Element x y z (Å)
1 C -0.749 2.624 1.040
2 N -1.093 1.350 0.263
3 C -0.270 0.292 0.877
4 B -2.552 1.141 0.497
5 O -3.535 2.066 -0.048
6 P -3.294 -0.330 1.535
7 C -3.617 0.850 2.984
8 C -4.225 0.194 4.286
9 C -3.533 -1.129 4.798
10 S -1.722 -0.996 5.067
11 O -1.159 0.337 4.831
12 O -1.439 -1.362 6.485
13 O -0.957 -2.184 4.133
14 O -2.864 -1.342 0.187
15 B -3.912 -1.617 -0.726
16 O -4.555 -0.654 -1.565
17 O -4.311 -2.962 -0.869
18 H -0.447 3.449 0.361
19 H 0.033 2.389 1.800
20 H -1.643 2.958 1.633
21 H -0.400 -0.699 0.290
22 H -0.548 0.179 1.985
23 H 0.853 0.589 0.736
24 H -3.076 2.555 -0.791
25 H -4.682 -0.690 1.445
26 H -2.361 -1.070 2.313
27 H -2.702 1.472 3.181
28 H -4.391 1.586 2.618
29 H -4.113 0.955 5.102
30 H -5.330 0.041 4.182
31 H -3.793 -2.022 4.176
32 H -3.978 -1.349 5.802
33 H -0.594 -1.720 3.334
34 H -4.950 0.017 -0.994
35 H -4.830 -3.244 -0.106
36 K 0.828 -0.933 2.375
37 F -3.603 -4.450 -2.200
38 O 0.118 -7.108 -0.723
39 P -0.918 -5.999 -0.788
40 O -1.961 -6.350 -1.879
41 O -0.241 -4.677 -1.111
42 O -1.649 -5.870 0.577
43 C -5.073 -4.161 7.301
44 C -5.701 -3.968 5.925
45 C -6.727 -5.053 5.624
46 O -4.681 -3.987 4.938
47 H -4.541 -5.134 7.351
48 H -4.329 -3.387 7.504
49 H -5.832 -4.133 8.094
50 H -6.178 -2.987 5.877
51 H -6.257 -6.046 5.621
52 H -7.158 -4.908 4.634
53 H -7.536 -5.051 6.360
54 H -4.249 -4.848 4.971
55 Cs -3.106 3.541 -1.926
56 C 0.901 2.865 -2.139
57 N 2.157 3.472 -2.556
58 C 3.281 3.277 -1.787
59 C 4.486 3.798 -2.169
60 C 4.601 4.542 -3.369
61 C 3.414 4.742 -4.125
62 C 2.226 4.212 -3.711
63 C 5.868 5.058 -3.832
64 C 6.368 4.716 -5.112
65 C 7.546 5.247 -5.565
66 N 8.258 6.116 -4.796
67 C 7.822 6.451 -3.549
68 C 6.651 5.940 -3.053
69 C 9.496 6.718 -5.308
70 H 0.669 3.214 -1.135
71 H 1.026 1.779 -2.154
72 H 0.111 3.156 -2.829
73 H 3.172 2.690 -0.885
74 H 5.352 3.607 -1.546
75 H 3.430 5.321 -5.041
76 H 1.315 4.352 -4.277
77 H 5.830 4.028 -5.752
78 H 7.941 4.999 -6.541
79 H 8.431 7.142 -2.982
80 H 6.329 6.246 -2.066
81 H 10.305 6.484 -4.616
82 H 9.344 7.796 -5.377
83 H 9.722 6.315 -6.291
84 C 0.187 -2.129 -3.597
85 C 0.986 -3.396 -3.374
86 O 2.293 -3.291 -3.979
87 C 3.224 -2.664 -3.263
88 O 3.048 -2.182 -2.182
89 C 4.560 -2.690 -3.998
90 F 4.426 -2.405 -5.298
91 F 5.135 -3.894 -3.920
92 F 5.427 -1.809 -3.496
93 H 0.134 -1.891 -4.662
94 H -0.826 -2.245 -3.209
95 H 0.656 -1.275 -3.100
96 H 0.490 -4.236 -3.856
97 H 1.068 -3.639 -2.315
98 F -2.771 -7.747 0.334
99 Al -5.153 -6.686 8.203
100 F 0.598 1.734 4.907

---

[2]
This record from the Open Molecules 2025 dataset describes one molecule with the formula C19H27N3O5S in a non-equilibrium geometry. The level of theory is ωB97M-V with the def2-TZVPD basis set.

Kohn-Sham gap, eV: 9.28
SMILES string: CCCCC(=O)OCC(=O)Nc1cccc(S(=O)(=O)NC2=NCCCCC2)c1
Multiplicity: 1
E_tot, Ha: -1678.889655
F_max, eV/A: 1.210

Element x y z (Å)
1 C 0.156 -0.363 4.023
2 C 1.653 -0.135 3.851
3 C 2.018 1.339 4.018
4 C 3.524 1.594 3.841
5 C 3.907 1.294 2.420
6 O 3.497 1.898 1.455
7 O 4.725 0.244 2.333
8 C 5.121 -0.211 1.038
9 H 6.061 -0.745 1.180
10 H 5.256 0.646 0.367
11 C 4.069 -1.179 0.464
12 O 4.300 -2.350 0.285
13 N 2.890 -0.549 0.226
14 C 1.632 -1.120 0.028
15 C 0.525 -0.289 0.199
16 C -0.739 -0.818 0.076
17 C -0.950 -2.151 -0.212
18 C 0.153 -2.968 -0.396
19 C 1.438 -2.464 -0.278
20 H 2.294 -3.106 -0.406
21 H 0.016 -4.013 -0.628
22 H -1.961 -2.512 -0.293
23 S -2.101 0.281 0.386
24 O -3.358 -0.391 0.262
25 O -1.854 1.018 1.594
26 N -1.957 1.449 -0.840
27 C -2.194 0.998 -2.118
28 N -1.886 -0.208 -2.337
29 C -2.158 -0.829 -3.605
30 C -3.658 -0.926 -3.904
31 C -4.257 0.369 -4.450
32 C -4.229 1.531 -3.458
33 H -4.757 1.245 -2.545
34 H -4.756 2.379 -3.901
35 C -2.805 1.970 -3.097
36 H -2.821 2.971 -2.661
37 H -2.192 2.001 -4.002
38 H -5.296 0.180 -4.731
39 H -3.719 0.659 -5.357
40 H -4.169 -1.209 -2.981
41 H -3.815 -1.718 -4.638
42 H -1.733 -1.835 -3.537
43 H -1.652 -0.300 -4.425
44 H -2.263 2.374 -0.585
45 H 0.640 0.755 0.449
46 H 2.872 0.458 0.381
47 H 3.738 2.644 4.044
48 H 4.105 0.962 4.513
49 H 1.468 1.934 3.287
50 H 1.722 1.673 5.014
51 H 1.955 -0.482 2.861
52 H 2.202 -0.728 4.588
53 H -0.082 -1.416 3.892
54 H -0.414 0.208 3.293
55 H -0.161 -0.061 5.019

---

[3]
This record from the Open Molecules 2025 dataset describes C32H39BrN10O4RbS as an isolated structure. The level of theory is ωB97M-V with the def2-TZVPD basis set.

Kohn-Sham gap, eV: 7.42
Net charge: -1
Multiplicity: 1
E_tot, Ha: -5087.808618
F_max, eV/A: 0.442

Element x y z (Å)
1 Rb 0.791 -0.179 0.693
2 N -2.129 -1.648 1.520
3 C -2.592 -2.737 0.653
4 C -2.929 -2.244 -0.748
5 N -1.744 -1.862 -1.506
6 C -2.070 -0.938 -2.585
7 C -2.286 0.494 -2.136
8 N -1.089 1.009 -1.484
9 C -0.987 -3.012 -1.991
10 C 0.518 -2.854 -1.807
11 N 1.044 -1.681 -2.509
12 H -1.204 -1.894 1.862
13 H -2.711 -1.589 2.346
14 H -3.482 -3.221 1.069
15 H -1.809 -3.496 0.591
16 H -3.573 -1.369 -0.650
17 H -3.508 -3.018 -1.287
18 H -2.964 -1.280 -3.142
19 H -1.230 -0.938 -3.281
20 H -3.131 0.566 -1.444
21 H -2.565 1.067 -3.032
22 H -1.103 2.025 -1.441
23 H -0.273 0.783 -2.049
24 H -1.233 -3.213 -3.048
25 H -1.282 -3.904 -1.432
26 H 1.000 -3.794 -2.110
27 H 0.697 -2.729 -0.738
28 H 1.216 -1.874 -3.488
29 H 1.921 -1.374 -2.109
30 N -1.745 1.735 1.409
31 C -1.196 2.813 2.049
32 C -1.163 2.919 3.425
33 C -0.628 4.052 4.060
34 C -0.123 5.100 3.344
35 C -0.130 5.031 1.931
36 C 0.393 6.057 1.112
37 C 0.394 5.912 -0.244
38 C -0.154 4.736 -0.796
39 N -0.677 3.780 -0.076
40 C -0.662 3.897 1.275
41 H -1.927 0.900 1.942
42 H -1.510 1.558 0.437
43 H -1.540 2.099 4.024
44 H -0.612 4.081 5.143
45 H 0.299 5.970 3.832
46 H 0.807 6.943 1.582
47 H 0.814 6.668 -0.895
48 H -0.149 4.588 -1.872
49 N 6.517 6.852 -0.220
50 C 5.758 5.675 -0.084
51 C 6.296 4.443 -0.452
52 C 5.535 3.289 -0.365
53 C 4.229 3.360 0.093
54 C 3.687 4.578 0.470
55 C 4.444 5.733 0.377
56 S 3.221 1.903 0.205
57 O 2.339 2.113 1.342
58 O 4.121 0.773 0.309
59 N 2.266 1.852 -1.056
60 C 2.722 1.689 -2.311
61 N 4.042 1.724 -2.605
62 C 4.389 1.546 -3.868
63 C 3.479 1.325 -4.887
64 C 2.145 1.327 -4.494
65 N 1.751 1.507 -3.250
66 H 7.511 6.692 -0.162
67 H 6.237 7.581 0.419
68 H 7.318 4.393 -0.810
69 H 5.937 2.328 -0.650
70 H 2.674 4.608 0.848
71 H 4.018 6.688 0.669
72 H 5.457 1.578 -4.073
73 H 3.779 1.171 -5.913
74 H 1.355 1.171 -5.225
75 Br 7.584 -2.969 1.318
76 C 5.701 -2.873 1.590
77 C 4.854 -3.256 0.567
78 C 3.484 -3.186 0.777
79 C 2.970 -2.731 1.983
80 C 3.846 -2.341 2.990
81 C 5.217 -2.416 2.804
82 C 1.464 -2.571 2.178
83 O 1.095 -1.885 3.152
84 O 0.724 -3.026 1.267
85 H 5.257 -3.595 -0.378
86 H 2.794 -3.487 -0.002
87 H 3.426 -1.959 3.910
88 H 5.903 -2.108 3.582

---

[4]
This record from the Open Molecules 2025 dataset describes a 2-piece molecular cluster, C6H9NO6 overall in a non-equilibrium geometry. The level of theory is ωB97M-V with the def2-TZVPD basis set.

Kohn-Sham gap, eV: 8.83
SMILES string: COC(=O)C1=C(OC)O1.CON=O
Multiplicity: 1
E_tot, Ha: -739.938370
F_max, eV/A: 4.381

Element x y z (Å)
1 C -0.415 -0.823 0.549
2 C -1.021 -0.795 -0.724
3 C 0.470 -0.908 1.477
4 C -3.052 -0.701 -1.931
5 C 2.037 -0.680 3.151
6 C 1.605 1.534 -1.480
7 N -0.136 1.776 0.165
8 O -0.314 -0.864 -1.683
9 O -0.589 -0.963 2.226
10 O -0.995 1.958 -0.661
11 O -2.339 -0.839 -0.682
12 O 1.705 -0.910 1.719
13 O 1.201 1.554 -0.111
14 H -2.287 -1.064 -2.680
15 H -3.146 0.330 -2.069
16 H -3.941 -1.230 -1.921
17 H 1.590 0.263 3.301
18 H 3.110 -0.728 3.273
19 H 1.459 -1.545 3.681
20 H 1.062 2.253 -2.162
21 H 1.383 0.519 -1.882
22 H 2.613 1.864 -1.556

---

[5]
This record from the Open Molecules 2025 dataset describes C21H31F5P2Pt as an isolated structure in a non-equilibrium geometry. The level of theory is ωB97M-V with the def2-TZVPD basis set.

Kohn-Sham gap (spin up / spin down), eV: 3.74 / 4.49
Multiplicity: 3
E_tot, Ha: -2119.718851
F_max, eV/A: 3.811

Element x y z (Å)
1 P 2.280 -0.042 -2.490
2 P -1.686 -0.433 -2.065
3 C 0.937 -0.935 -3.373
4 C -0.457 -0.286 -3.448
5 H 0.890 -1.964 -2.984
6 H 1.327 -1.032 -4.399
7 H -0.371 0.785 -3.690
8 H -0.978 -0.728 -4.316
9 C -2.431 -2.074 -2.313
10 H -3.186 -2.244 -1.534
11 H -1.686 -2.873 -2.247
12 H -2.913 -2.099 -3.294
13 C -3.050 0.631 -2.598
14 H -3.548 0.135 -3.439
15 H -2.676 1.606 -2.930
16 H -3.778 0.775 -1.791
17 C 3.683 -1.152 -2.652
18 H 4.469 -0.870 -1.939
19 H 4.080 -1.085 -3.674
20 H 3.374 -2.188 -2.456
21 C 2.656 1.472 -3.374
22 H 1.747 2.012 -3.674
23 H 3.219 1.200 -4.280
24 H 3.284 2.132 -2.759
25 Pt 0.696 2.681 2.878
26 C -1.636 -0.447 -0.284
27 C -1.200 -1.670 0.387
28 C -0.119 -2.440 -0.166
29 C 1.179 -2.080 0.635
30 C 2.030 -1.161 -0.076
31 C 1.756 0.052 -0.833
32 C 0.482 1.045 -0.775
33 C -0.710 0.781 0.132
34 C 2.459 2.015 3.416
35 H -2.631 -0.164 0.083
36 H -1.475 -1.806 1.440
37 H 0.041 -2.176 -1.235
38 H -0.284 -3.534 -0.136
39 H 0.900 -1.740 1.654
40 H 1.771 -3.012 0.781
41 H 3.098 -1.326 0.090
42 H 2.579 0.741 -0.492
43 H 0.115 1.227 -1.803
44 H 0.914 2.028 -0.512
45 H -0.369 0.720 1.183
46 H -1.323 1.710 0.078
47 H 2.811 2.859 4.029
48 H 3.027 1.866 2.489
49 H 2.316 1.098 4.006
50 F 0.104 -0.557 3.854
51 C -0.760 0.353 4.384
52 C -0.760 1.695 3.974
53 C -1.835 2.485 4.380
54 F -1.950 3.766 3.929
55 C -2.816 2.008 5.244
56 F -3.846 2.800 5.621
57 C -2.734 0.708 5.730
58 F -3.660 0.249 6.592
59 C -1.707 -0.124 5.299
60 F -1.650 -1.395 5.741

---

[6]
This record from the Open Molecules 2025 dataset describes a 2-piece molecular cluster, Cl2O2S overall in a non-equilibrium geometry. The level of theory is ωB97M-V with the def2-TZVPD basis set.

Kohn-Sham gap (spin up / spin down), eV: 9.56 / 6.63
Multiplicity: 1
E_tot, Ha: -1468.900983
F_max, eV/A: 1.925

Element x y z (Å)
1 O 2.369 -0.670 -0.323
2 O -1.616 -0.892 -0.145
3 S 1.280 -0.251 0.504
4 Cl -2.720 0.222 0.071
5 Cl 0.687 1.590 -0.107

---

[7]
This record from the Open Molecules 2025 dataset describes a 2-piece molecular cluster, C5H8Cl3O overall in a non-equilibrium geometry. The level of theory is ωB97M-V with the def2-TZVPD basis set.

Kohn-Sham gap, eV: 8.82
Net charge: +1
Multiplicity: 1
E_tot, Ha: -1650.766812
F_max, eV/A: 5.524

Element x y z (Å)
1 C 0.036 -0.442 0.699
2 C 0.667 0.784 0.308
3 C 0.079 -1.513 -0.488
4 C -0.090 1.255 -0.956
5 C 0.261 -0.881 -1.755
6 O 0.054 0.310 -2.049
7 Cl -2.625 -0.882 -1.950
8 Cl 0.665 -1.898 -3.027
9 Cl -4.225 -0.778 -3.013
10 H 0.205 -0.883 1.682
11 H -1.056 -0.307 0.787
12 H 0.677 1.647 1.107
13 H 1.640 0.598 -0.073
14 H 0.868 -2.276 -0.320
15 H -0.765 -2.041 -0.318
16 H -1.062 1.235 -0.617
17 H 0.188 2.313 -1.389

---

[8]
This record from the Open Molecules 2025 dataset describes C17H8MnN3S3 as an isolated structure in a non-equilibrium geometry. The level of theory is ωB97M-V with the def2-TZVPD basis set.

Kohn-Sham gap (spin up / spin down), eV: 5.15 / 6.27
Net charge: -1
Multiplicity: 6
E_tot, Ha: -3162.550765
F_max, eV/A: 2.511

Element x y z (Å)
1 Mn 0.843 0.762 0.355
2 S -2.774 -1.133 -1.302
3 C -1.835 -0.716 -2.721
4 C -2.082 -1.075 -4.027
5 C -1.207 -0.628 -5.011
6 C -0.116 0.164 -4.674
7 C 0.138 0.521 -3.365
8 C -0.720 0.071 -2.351
9 N -0.611 0.320 -1.023
10 C -1.616 -0.263 -0.315
11 C -1.681 -0.144 1.092
12 C -2.714 -0.692 1.869
13 C -2.701 -0.549 3.240
14 C -1.697 0.191 3.850
15 C -0.680 0.766 3.084
16 C -0.602 0.576 1.714
17 H -2.931 -1.696 -4.268
18 H -1.376 -0.904 -6.041
19 H 0.550 0.509 -5.454
20 H 0.988 1.141 -3.110
21 H -3.510 -1.232 1.372
22 H -3.480 -1.006 3.839
23 H -1.694 0.314 4.924
24 H 0.070 1.362 3.592
25 S 2.207 2.218 1.316
26 C 3.492 1.130 1.813
27 C 4.447 1.663 2.679
28 N 5.214 2.118 3.409
29 C 3.572 -0.180 1.385
30 S 2.364 -0.889 0.345
31 C 4.638 -1.006 1.752
32 N 5.503 -1.712 2.032

---

[9]
This record from the Open Molecules 2025 dataset describes C40H46BF4NOSbTe2V as an isolated structure. The level of theory is ωB97M-V with the def2-TZVPD basis set.

Kohn-Sham gap (spin up / spin down), eV: 8.03 / 7.96
Multiplicity: 1
E_tot, Ha: -3826.637879
F_max, eV/A: 0.879

Element x y z (Å)
1 V 1.363 -1.044 1.935
2 C -5.109 0.707 0.302
3 C -4.301 1.788 -0.016
4 C -3.003 1.857 0.475
5 C -2.509 0.843 1.289
6 C -3.327 -0.237 1.612
7 C -4.622 -0.306 1.118
8 Sb -0.582 0.984 2.156
9 C -1.216 1.656 4.068
10 C -2.425 2.329 4.231
11 C -2.808 2.790 5.484
12 C -1.987 2.579 6.583
13 C -0.787 1.901 6.432
14 C -0.407 1.441 5.179
15 C 0.038 2.803 1.287
16 C 0.711 2.737 0.071
17 C 1.078 3.903 -0.587
18 C 0.777 5.137 -0.028
19 C 0.114 5.207 1.192
20 C -0.258 4.043 1.849
21 H -6.119 0.652 -0.083
22 H -4.677 2.581 -0.650
23 H -2.379 2.706 0.219
24 H -2.959 -1.034 2.249
25 H -5.250 -1.151 1.371
26 H -3.077 2.491 3.380
27 H -3.749 3.311 5.601
28 H -2.288 2.937 7.560
29 H -0.149 1.724 7.289
30 H 0.525 0.899 5.071
31 H 0.984 1.784 -0.367
32 H 1.608 3.834 -1.528
33 H 1.067 6.047 -0.537
34 H -0.113 6.170 1.632
35 H -0.777 4.106 2.798
36 C 5.048 -0.079 0.959
37 C 3.666 0.460 0.654
38 O 3.499 1.349 -0.164
39 N 2.649 -0.097 1.372
40 Te 0.973 -1.380 -1.320
41 C 0.601 0.228 -2.655
42 C 1.679 0.899 -3.242
43 C 3.116 0.452 -3.177
44 C 1.419 2.046 -3.996
45 C 0.138 2.523 -4.201
46 C -0.117 3.770 -5.002
47 C -0.919 1.807 -3.650
48 C -0.716 0.670 -2.883
49 C -1.919 -0.063 -2.361
50 C -0.154 -2.877 -2.311
51 C -1.299 -3.448 -1.749
52 C -1.894 -3.059 -0.425
53 C -1.971 -4.440 -2.466
54 C -1.550 -4.864 -3.712
55 C -2.286 -5.942 -4.459
56 C -0.413 -4.275 -4.254
57 C 0.298 -3.296 -3.576
58 C 1.520 -2.714 -4.234
59 H 5.796 0.506 0.431
60 H 5.103 -1.120 0.635
61 H 5.247 -0.056 2.031
62 H 3.289 -0.339 -2.456
63 H 3.761 1.287 -2.905
64 H 3.427 0.090 -4.161
65 H 2.260 2.574 -4.436
66 H 0.815 4.210 -5.355
67 H -0.638 4.518 -4.402
68 H -0.741 3.557 -5.871
69 H -1.936 2.148 -3.816
70 H -2.812 0.551 -2.463
71 H -1.809 -0.331 -1.309
72 H -2.078 -0.991 -2.915
73 H -1.361 -2.242 0.054
74 H -1.884 -3.909 0.257
75 H -2.930 -2.746 -0.566
76 H -2.859 -4.882 -2.025
77 H -3.253 -6.149 -4.002
78 H -1.713 -6.872 -4.464
79 H -2.453 -5.657 -5.499
80 H -0.064 -4.592 -5.231
81 H 1.744 -3.248 -5.157
82 H 2.392 -2.771 -3.579
83 H 1.373 -1.660 -4.479
84 C 4.061 -2.561 3.952
85 Te 2.342 -1.427 4.472
86 C 3.389 0.412 4.692
87 H 4.561 -2.069 3.123
88 H 3.703 -3.540 3.646
89 H 4.720 -2.649 4.811
90 H 4.068 0.360 5.539
91 H 2.653 1.196 4.857
92 H 3.918 0.616 3.766
93 F -0.123 -2.445 2.492
94 B 0.624 -3.706 2.216
95 F 1.258 -4.092 3.371
96 F -0.195 -4.636 1.683
97 F 1.589 -3.186 1.276